(1)
Here is one molecule with the formula C19H19N3 at a distorted geometry from the OMol25 dataset. Energies are from the ωB97M-V functional and the def2-TZVPD basis.

Structure (XYZ):
```
41
Properties=species:S:1:pos:R:3:forces:R:3
N -3.59145 3.79425 0.18434 0.17 -0.29 0.01
C -2.55002 3.33414 0.00612 -1.17 1.09 -0.09
C -1.24248 2.88227 -0.24971 1.59 -1.11 0.71
C -0.32609 3.61303 -1.01274 -2.23 -0.84 -0.31
C 0.89394 3.01975 -1.32526 -0.98 2.05 -0.86
C 1.23035 1.82604 -0.73037 -1.59 0.40 2.19
C 0.38152 1.15139 0.19459 1.45 0.03 -1.61
C -0.87573 1.67991 0.35344 -0.32 -0.60 0.07
C 0.96992 -0.14972 0.77058 -1.86 -0.14 2.30
C 0.26901 -1.43314 0.21507 -0.26 0.31 -0.46
C -1.22385 -1.42343 0.27017 -1.07 3.39 -0.94
C -1.79557 -1.38470 1.50668 -1.21 -0.68 2.50
C -3.16976 -1.18792 1.65074 -2.39 -0.20 -2.79
C -3.95497 -0.91803 0.45099 4.58 -0.72 -1.01
C -3.28855 -0.85839 -0.83915 1.41 -0.57 3.81
N -1.93174 -1.04166 -0.81256 -0.80 -0.71 -1.51
C 0.76624 -2.76847 0.76803 2.53 0.98 2.38
C 1.59106 -2.97873 -0.47328 1.52 0.09 0.00
C 0.82434 -1.81358 -1.10974 0.79 -1.09 -3.22
N 2.41269 -0.24606 0.79490 1.41 -1.66 -0.47
C 3.21243 0.94343 0.47164 -2.79 0.00 1.07
C 2.60076 1.42661 -0.78527 3.06 1.43 -3.16
H -0.91896 4.43730 -1.42157 1.56 0.47 -0.47
H 1.54048 3.58124 -2.04764 -0.27 -0.88 0.91
H -1.63207 1.11221 0.85875 -0.23 0.03 0.54
H 0.74311 -0.28864 1.85073 -0.63 0.95 -0.29
H -1.17359 -1.53619 2.40461 -0.36 -0.14 -0.48
H -3.85773 -1.42059 2.48448 1.29 0.55 0.18
H -4.97400 -0.85520 0.45367 -2.56 0.27 0.42
H -3.82664 -0.69214 -1.78665 0.60 0.05 0.54
H 0.03906 -3.47505 0.83012 -2.51 -1.83 0.27
H 1.29145 -2.77894 1.78310 -0.44 0.19 -1.34
H 1.54173 -3.93924 -0.99201 0.14 0.11 0.23
H 2.62254 -2.73131 -0.17367 -0.03 -0.40 -0.76
H 0.12045 -2.25039 -1.84067 -0.21 0.43 0.61
H 1.39907 -1.11137 -1.73832 -0.16 0.07 0.59
H 2.66874 -1.00263 0.14127 0.19 0.89 0.53
H 4.22009 0.72094 0.29402 1.44 -0.72 0.07
H 3.16219 1.70287 1.31490 -0.09 -0.78 -0.99
H 2.68766 0.68510 -1.64732 0.56 0.66 1.11
H 3.14437 2.37505 -1.06701 -0.09 -1.06 -0.30
```
Positions in Å, forces in eV/Å.

Results
M	289.38	g mol⁻¹
LUMO	0.56	eV
E	-24478.26275	eV
relative energy (zero: lowest compared OMol25 entry of this formula, charge and spin)	87.5	kcal per mole
F_max	0.092	hartree/bohr

***

(2)
Here is C19H19N3O2S as an isolated structure at a distorted geometry from the OMol25 dataset. Energies are from the ωB97M-V functional and the def2-TZVPD basis.

Structure (XYZ):
```
44
Properties=species:S:1:pos:R:3:forces:R:3
C -7.69433 -0.33395 1.20608 -1.74 -1.03 -3.85
H -7.45292 0.61088 1.63631 -0.63 0.46 0.71
O -6.77964 -0.33027 -0.05405 -8.07 -0.71 1.85
C -5.53132 -0.36799 0.09260 0.12 -0.32 -4.59
C -4.89608 -0.38059 1.17982 -2.61 1.52 11.30
C -3.59551 -0.20880 1.40736 3.75 -0.09 5.64
C -2.88803 -0.29462 0.34922 3.33 1.51 -12.04
C -3.48571 -0.30564 -1.15253 -6.84 -1.20 10.64
C -4.89177 -0.37699 -1.15242 7.16 0.41 3.46
H -5.32482 -0.56396 -2.00081 -3.07 -0.47 -4.55
H -2.96520 -0.18536 -1.93038 4.27 0.48 -5.69
N -1.50401 -0.03014 0.17474 2.93 -2.62 7.84
C -0.50282 0.27259 -0.70835 -2.05 4.74 -0.17
N 0.81178 0.27138 -0.34685 -1.78 -0.98 -1.24
C 1.20372 -0.82472 0.46602 1.37 2.47 5.39
C 2.49829 -1.41096 0.40507 0.31 -3.60 -9.12
C 2.84661 -2.19940 -0.86980 -8.58 5.36 0.56
C 4.04006 -2.58854 -1.09229 5.52 1.63 4.13
C 5.15913 -2.25807 -0.26756 -8.63 2.08 5.70
N 4.80032 -1.71719 1.06866 3.02 -1.69 -5.90
C 3.57597 -1.29001 1.09159 1.24 3.11 9.63
H 3.37208 -0.69990 2.29481 0.38 -1.40 -3.44
H 6.05638 -2.61539 -0.29599 5.35 -1.84 -0.75
H 4.23718 -2.99234 -1.92501 1.61 -3.15 -6.39
H 2.01414 -1.98118 -1.88869 2.36 -1.51 3.35
H 0.56992 -1.60674 0.56964 -2.76 -2.16 -0.87
H 1.24935 -0.55901 1.60266 -0.50 0.55 -1.24
C 1.84659 1.13193 -1.08758 -2.62 -0.99 3.96
C 2.75514 1.44866 0.00718 2.08 1.02 -2.07
C 2.75702 2.12426 1.14606 -2.63 3.00 1.12
C 4.05581 2.47756 1.49021 1.67 -2.78 -2.22
C 4.82694 1.77579 0.48379 5.23 5.62 9.79
O 4.16714 1.30515 -0.36738 -7.36 -4.42 -6.81
H 5.90195 1.58735 0.52255 -0.26 0.24 -0.31
H 4.30793 2.80046 2.44331 0.95 0.83 1.22
H 1.85712 2.68853 1.58126 1.23 -1.58 -0.58
H 1.31124 1.80185 -1.72352 -0.07 0.82 -0.03
H 2.31436 0.40112 -1.56192 2.42 -2.67 -3.29
S -1.03488 1.48024 -1.81696 0.40 -0.88 -0.92
H -1.17093 -0.16872 1.30742 -0.06 0.41 -4.13
H -2.95470 -0.09461 2.46701 -2.32 -0.29 -2.68
H -5.59951 -0.08729 2.50445 1.80 -1.20 -4.27
H -7.64559 -1.20005 1.84615 1.22 -0.16 0.27
H -8.82139 -0.54467 0.79324 2.84 1.47 0.56
```
Positions in Å, forces in eV/Å.

Results
M	353.45	g mol⁻¹
LUMO	-0.27	eV
E	-39395.81961	eV
relative energy (zero: lowest compared OMol25 entry of this formula, charge and spin)	426.9	kcal per mole
F_max	0.247	hartree/bohr

***

(3)
Here is one molecule with the formula C19H19N3OS at a distorted geometry from the OMol25 dataset. Energies are from the ωB97M-V functional and the def2-TZVPD basis.

Structure (XYZ):
```
43
Properties=species:S:1:pos:R:3:forces:R:3
C 3.77046 -1.94256 -2.74789 -0.66 -0.17 -0.82
C 3.55354 -2.82485 -1.57396 0.33 -0.25 1.94
N 4.55800 -3.28201 -0.84696 -0.71 -0.89 0.44
C 3.98169 -3.91565 0.27523 0.86 0.75 -0.90
C 2.63681 -3.75700 0.24238 0.32 -0.28 0.49
N 2.34676 -3.07969 -0.92617 -0.20 0.44 -0.19
C 1.00419 -2.59428 -1.23374 -0.84 -0.58 -0.48
C 0.76147 -1.10722 -1.00748 0.16 1.26 -0.15
C 1.38238 -0.58374 0.28177 0.52 0.58 0.28
C 1.06565 0.90512 0.51517 -0.52 0.11 0.18
C -0.40679 1.12894 0.50582 -0.35 0.25 0.37
C -1.24044 0.31456 -0.21599 -0.64 0.28 0.41
C -2.61151 0.78596 0.04769 0.43 -1.36 -0.98
C -3.88249 0.35852 -0.38827 -0.76 1.50 0.39
C -4.99257 1.15708 -0.01407 1.17 -0.35 -0.13
C -4.81526 2.27661 0.82893 -0.59 -0.48 -0.31
C -3.56548 2.60806 1.31023 -0.27 0.66 0.38
C -2.46628 1.86721 0.89964 -0.49 0.68 0.54
N -1.13629 2.08966 1.22339 1.13 -1.15 -1.04
C -0.64270 3.15500 2.10852 -0.61 -0.54 0.07
C -1.61564 4.34087 2.03899 -0.05 0.08 0.30
S -3.38042 3.98158 2.42218 0.86 -0.34 -0.05
C -0.73973 -0.78731 -1.03399 -1.42 -1.10 -1.19
O -1.49249 -1.45435 -1.76484 1.03 0.89 1.09
H 3.76709 -0.89735 -2.45453 -0.10 0.22 0.09
H 4.72798 -2.12887 -3.23821 -0.08 -0.22 0.35
H 2.99279 -2.08583 -3.51259 0.11 0.11 0.19
H 4.58614 -4.41529 1.03603 -0.25 0.29 -0.44
H 1.94371 -4.08003 1.02922 -0.06 0.32 -0.91
H 0.75667 -2.78413 -2.29836 0.07 -0.29 0.73
H 0.28761 -3.15959 -0.57672 0.69 0.36 -0.80
H 1.15777 -0.51579 -1.88737 -0.10 -0.50 0.81
H 2.47859 -0.65642 0.24520 -0.25 -0.30 0.04
H 1.02654 -1.16365 1.14930 0.10 0.08 -0.29
H 1.42377 1.25016 1.47150 0.57 0.00 0.37
H 1.53299 1.51324 -0.25870 0.15 0.10 -0.09
H -4.01111 -0.47921 -1.05588 0.17 -0.05 0.01
H -5.97927 0.95545 -0.42868 0.22 -0.11 0.24
H -5.69090 2.87429 1.11263 0.45 -0.20 -0.13
H -0.54289 2.76502 3.14622 -0.19 0.30 -0.58
H 0.35361 3.46791 1.77515 -0.22 -0.03 -0.04
H -1.61029 4.79912 1.05692 0.19 -0.07 -0.27
H -1.27367 5.10047 2.74229 -0.19 -0.02 0.08
```
Positions in Å, forces in eV/Å.

Results
M	337.45	g mol⁻¹
LUMO	0.39	eV
E	-37365.23850	eV
relative energy (zero: lowest compared OMol25 entry of this formula, charge and spin)	23.4	kcal per mole
F_max	0.042	hartree/bohr

***

(4)
Here is C19H19N5O2RuSb as an isolated structure at a distorted geometry from the OMol25 dataset. Energies are from the ωB97M-V functional and the def2-TZVPD basis.

Structure (XYZ):
```
47
Properties=species:S:1:pos:R:3:forces:R:3
Ru 0.04332 0.16327 0.37932 -0.13 0.05 -0.05
O -0.88515 -1.37832 1.13419 0.12 0.62 -0.07
C -0.66137 -2.67550 0.96184 0.29 -0.83 -0.21
C -1.58759 -3.59160 1.47361 -0.04 0.38 0.01
C -1.39023 -4.94949 1.34306 0.13 -0.02 -0.08
C -0.25088 -5.44287 0.70398 -0.05 -0.10 0.04
C 0.66935 -4.56326 0.19123 0.08 0.08 -0.06
C 0.48913 -3.17106 0.29152 -0.52 0.11 0.27
C 1.49060 -2.32280 -0.25857 0.14 0.39 -0.16
N 1.45067 -1.01791 -0.31836 0.02 -0.92 0.10
N 2.56376 -0.40012 -0.81771 0.64 0.57 -0.38
C 2.42380 0.89859 -0.82583 0.34 -1.32 0.03
O 1.28957 1.44109 -0.43258 -0.61 -0.03 0.26
C 3.55419 1.73763 -1.21705 0.01 0.40 -0.04
C 4.81830 1.16964 -1.39748 -0.14 -0.05 -0.01
C 5.89404 1.97482 -1.71675 0.03 0.06 -0.01
C 5.71860 3.34666 -1.85945 -0.05 -0.03 0.00
C 4.46406 3.91289 -1.68214 0.07 0.10 -0.02
C 3.38204 3.11507 -1.35757 -0.09 -0.12 0.02
H -2.46097 -3.19888 1.97968 0.02 -0.04 0.04
H -2.12256 -5.63870 1.74182 0.00 0.02 0.02
H -0.09380 -6.50877 0.61971 0.00 0.01 -0.02
H 1.55465 -4.93347 -0.31123 0.00 0.00 0.01
H 2.38580 -2.78268 -0.66535 0.04 0.06 -0.02
H 4.93531 0.10238 -1.27777 0.05 0.00 0.00
H 6.87666 1.54173 -1.84585 -0.02 -0.03 -0.01
H 6.56324 3.97523 -2.10831 0.00 0.00 0.01
H 4.33174 4.98110 -1.78910 -0.01 -0.01 -0.01
H 2.40295 3.55351 -1.21585 0.01 0.00 0.02
C -3.53116 0.06824 2.16158 0.20 0.00 -0.23
Sb -3.20525 -0.01650 0.04729 -0.95 0.17 0.52
C -4.31077 1.73507 -0.55260 0.38 -0.19 -0.11
C -4.60814 -1.59827 -0.40734 0.41 0.10 -0.20
H -4.60523 0.04860 2.34217 -0.02 -0.01 -0.08
H -3.10131 0.98471 2.55572 -0.02 0.00 -0.02
H -3.05271 -0.78274 2.63901 -0.01 0.00 -0.02
H -5.34465 1.58656 -0.24390 0.02 -0.07 0.05
H -4.25685 1.86675 -1.63022 -0.01 0.01 0.01
H -3.88818 2.60353 -0.05174 0.00 -0.01 0.00
H -5.55998 -1.29069 0.02438 0.04 0.08 0.04
H -4.27344 -2.52913 0.04364 0.03 0.02 0.01
H -4.70589 -1.72361 -1.48267 0.00 0.00 0.01
N -0.08480 6.12454 0.36866 -0.05 -0.13 0.10
C -0.49889 5.13193 0.78527 0.27 0.28 -0.29
N -1.01885 4.02527 1.25824 -0.30 -0.51 0.33
C -0.89630 2.81614 1.20183 0.04 0.32 -0.15
N -0.90685 1.61143 1.21768 -0.35 0.63 0.35
```
Positions in Å, forces in eV/Å.

Results
net charge	+1
M	572.22	g mol⁻¹
multiplicity	5
LUMO (spin up / spin down)	-3.75 / -6.20	eV
E	-40666.07555	eV
F_max	0.026	hartree/bohr

***

(5)
Here is one molecule with the formula C19H19N5O4S at a distorted geometry from the OMol25 dataset. Energies are from the ωB97M-V functional and the def2-TZVPD basis.

Structure (XYZ):
```
48
Properties=species:S:1:pos:R:3:forces:R:3
C 0.08707 -1.98689 -2.11304 -0.21 0.53 -0.07
N 1.21066 -1.71952 -1.22186 1.25 1.25 0.36
C 2.37551 -1.03721 -1.55833 0.40 0.30 -1.67
C 3.07760 -0.61027 -0.44534 -3.14 -1.72 0.11
C 2.13786 -1.08275 0.57043 -0.10 1.07 1.86
N 1.01154 -1.62480 0.12143 1.68 -0.33 -1.42
C 2.19343 -0.69829 2.03471 -2.94 -0.82 0.12
O 3.09513 -0.07497 2.47243 2.96 1.63 0.52
N 1.08754 -0.89296 2.90071 0.56 -0.77 -2.86
C 0.29334 -2.10906 2.76520 -0.47 -0.08 -2.33
C -1.16055 -2.05432 2.26032 -0.01 1.19 -1.37
O -1.95133 -1.14304 2.99406 -0.78 0.80 0.55
C -3.14886 -0.69941 2.32620 0.31 -0.36 -0.45
C -3.20928 0.80536 1.95247 1.14 -1.52 -0.28
O -2.17452 0.95776 0.98621 0.33 0.94 -0.58
C -1.64659 2.19714 0.74336 0.66 -0.17 0.73
C -0.35432 2.21423 0.26181 0.28 -0.22 -0.60
C 0.31728 3.40598 0.07722 -0.82 -0.25 -0.74
C -0.38445 4.53976 0.35520 -0.52 2.49 0.50
C -1.65259 4.50622 0.89634 -0.10 -1.47 -0.55
N -2.24616 3.30425 1.05662 -1.77 1.01 0.96
C 1.68634 3.42750 -0.41943 -1.09 0.50 -0.13
C 2.40473 2.36213 -0.05347 2.52 0.73 -1.48
C 3.74084 2.44661 -0.61740 -2.18 2.84 -0.58
C 3.95837 3.65042 -1.32450 -2.13 -1.23 1.18
S 2.47216 4.66739 -1.47359 1.22 -3.05 1.98
C 4.66646 1.39057 -0.61470 5.10 -4.36 -1.34
O 5.86548 1.49842 -0.94432 -1.64 1.11 0.86
N 4.33657 -0.00409 -0.44672 -1.14 1.03 0.66
H -0.45276 -2.97053 -1.97695 0.63 1.35 0.50
H -0.52109 -1.05376 -2.03700 -0.31 -1.19 -0.23
H 0.50354 -2.02690 -3.10969 0.06 0.06 -0.31
H 2.70763 -0.73062 -2.59149 -0.79 -1.00 1.03
H 1.37056 -0.57275 3.80943 -0.26 -0.18 0.35
H 0.78684 -2.91090 2.16045 -0.16 0.98 0.18
H 0.29058 -2.52717 3.67961 -0.36 -1.44 3.49
H -1.21366 -1.70757 1.20982 0.52 -0.26 0.36
H -1.61976 -3.05106 2.24362 0.26 -0.18 0.41
H -4.03207 -0.86640 2.96491 0.35 -0.35 -0.10
H -3.21625 -1.32074 1.37886 -0.38 0.87 0.92
H -4.16057 0.94961 1.47403 -0.64 0.37 -0.03
H -3.05024 1.49145 2.77608 -0.10 -0.01 0.24
H 0.06298 1.29061 -0.03620 0.53 -0.88 -0.12
H 0.08167 5.49636 0.16743 0.07 0.19 0.12
H -2.23880 5.39739 1.16175 0.39 -0.48 -0.14
H 2.04224 1.57823 0.57351 0.03 -0.15 0.22
H 4.88565 3.97636 -1.70884 0.69 0.16 -0.61
H 5.08474 -0.67726 -0.28086 0.13 1.10 -0.22
```
Positions in Å, forces in eV/Å.

Results
M	413.46	g mol⁻¹
LUMO	-0.11	eV
E	-46484.19638	eV
relative energy (zero: lowest compared OMol25 entry of this formula, charge and spin)	64.3	kcal per mole
F_max	0.133	hartree/bohr

***

(6)
Here is C19H19N5ReS4 as an isolated structure from the OMol25 dataset. Energies are from the ωB97M-V functional and the def2-TZVPD basis.

Structure (XYZ):
```
48
Properties=species:S:1:pos:R:3:forces:R:3
Re -0.80642 -0.58316 -0.39872 -0.38 0.10 0.36
C 4.30481 0.68580 0.09340 -0.14 0.17 0.00
N 3.16706 1.60700 0.01548 0.22 0.03 0.11
C 3.22062 2.95647 0.29705 -0.12 0.00 -0.03
C 1.98932 3.45210 0.11145 0.00 -0.08 0.00
N 1.16296 2.39154 -0.29233 -0.25 0.22 0.11
C 1.92618 1.26706 -0.33315 -0.15 -0.38 -0.19
S 1.51247 -0.32788 -0.81563 0.33 0.22 -0.14
C -0.19222 2.58834 -0.71641 0.38 0.02 0.17
C -0.63938 3.89440 -0.85612 -0.12 0.01 -0.13
C -1.92459 4.13670 -1.29957 0.00 0.03 0.01
C -2.74322 3.06540 -1.61481 0.05 -0.02 0.01
C -2.24351 1.80323 -1.42215 0.06 -0.10 -0.14
N -0.99333 1.54339 -0.95759 -0.24 -0.41 -0.08
H 5.16015 1.25514 0.44450 0.02 -0.05 -0.01
H 4.51107 0.27749 -0.89282 0.02 -0.04 0.01
H 4.07689 -0.11148 0.79631 0.02 -0.03 -0.02
H 4.12661 3.44210 0.61074 0.03 0.01 0.02
H 1.64518 4.45629 0.24178 -0.02 0.03 0.07
H -0.00770 4.73718 -0.64181 0.07 -0.02 -0.05
H -2.26738 5.15727 -1.40325 -0.02 -0.01 -0.02
H -3.74926 3.18979 -1.98579 -0.01 0.03 0.01
H -2.84426 0.92875 -1.62553 -0.03 0.11 0.00
S -2.99380 -1.20357 -0.01181 0.09 -0.16 -0.68
C -3.40526 -0.70027 1.56742 -0.13 0.25 0.77
C -4.70751 -0.85539 2.09491 0.36 -0.02 -0.35
C -4.94500 -0.50888 3.39480 0.21 0.19 0.43
C -3.90514 -0.01612 4.22120 -0.60 -0.14 -0.02
C -2.63870 0.12794 3.74004 0.35 -0.08 -0.55
C -2.38175 -0.21368 2.39010 -0.79 -0.02 0.43
S -0.81078 -0.07077 1.73209 0.76 0.11 0.06
H -5.49541 -1.24618 1.46543 -0.01 0.00 -0.01
H -5.93864 -0.61813 3.80689 -0.01 0.00 0.00
H -4.12242 0.23904 5.24905 -0.01 0.00 0.01
H -1.83906 0.49327 4.37004 0.04 0.00 0.00
C 1.44544 -3.34838 -3.43663 0.07 -0.03 0.25
N 1.84380 -3.55175 -2.03786 0.10 -0.02 -0.11
C 3.06934 -4.04749 -1.63086 -0.09 0.05 -0.01
C 3.04462 -4.12316 -0.28170 -0.08 -0.01 0.05
N 1.79953 -3.68051 0.10594 -0.01 0.03 -0.06
C 1.07982 -3.33030 -0.96733 -0.24 0.04 -0.04
S -0.60887 -2.85384 -0.94933 0.15 0.00 -0.12
H 2.35301 -3.25327 -4.02486 -0.05 0.01 -0.06
H 0.85658 -2.43818 -3.50551 0.00 -0.02 -0.04
H 0.86362 -4.20194 -3.77587 -0.02 0.03 -0.05
H 3.83140 -4.30787 -2.34248 0.06 -0.01 0.02
H 3.77857 -4.46228 0.42557 0.04 -0.02 -0.01
H 1.43459 -3.64120 1.04570 0.05 -0.01 0.01
```
Positions in Å, forces in eV/Å.

Results
net charge	+2
M	631.87	g mol⁻¹
multiplicity	2
LUMO (spin up / spin down)	-7.19 / -6.83	eV
E	-72921.32054	eV
relative energy (zero: lowest compared OMol25 entry of this formula, charge and spin)	0.0	kcal per mole
F_max	0.017	hartree/bohr